{"formula": "C8H7BrNO", "method": "the ωB97M-V functional and the def2-TZVPD basis", "species": ["H", "N", "C", "H", "C", "Br", "C", "C", "H", "H", "H", "C", "C", "H", "C", "O", "C", "H"], "positions_angstrom": [[0.013625, 1.834998, -2.399022], [-1.715009, 1.267809, 0.591102], [1.150328, -0.874501, -0.106099], [2.115211, -0.739871, -0.627562], [0.301558, 0.193643, 0.048169], [0.105539, 1.936910, -3.807319], [0.796962, -2.017983, 0.638924], [0.461260, 1.552475, -0.376700], [-0.809210, -3.012991, 1.554980], [1.443046, 1.964940, -0.607248], [-0.835041, 3.359988, -0.446988], [-1.335642, -1.097577, 1.209165], [-0.976217, 0.153369, 0.726235], [-2.275403, -1.240358, 1.815144], [-0.529594, 2.432457, -0.126605], [-2.904881, 1.630267, 0.937713], [-0.431162, -2.106021, 1.252653], [1.565386, -2.881797, 0.584821]], "atomic_forces_ev_per_a": [[-0.08, -0.13, 0.87], [3.29, 3.45, -1.73], [0.18, -0.63, 1.71], [-0.65, -0.28, 0.31], [-0.98, 2.49, -0.17], [0.05, 0.09, -0.95], [3.53, -1.18, -2.08], [1.73, 1.07, -0.21], [-0.37, -2.10, 1.17], [0.08, -0.32, -0.59], [-0.57, 1.92, -0.29], [-2.24, -0.05, 2.41], [-0.39, 0.56, -1.31], [0.79, 0.30, -1.10], [-2.77, -6.44, 2.33], [0.05, -0.76, 0.34], [-0.01, 0.81, -1.00], [-1.65, 1.20, 0.30]], "mulliken_charge": [0.23, 0.34, -0.71, 0.34, 1.37, -0.32, -0.26, -1.50, 0.41, 0.53, 0.46, -0.40, -0.19, 0.30, -0.41, -0.84, -0.56, 0.19], "homo_ha": [-0.0803, -0.0803], "charge": -1, "e_lumo_ev": [3.28, 3.28], "multiplicity": 1, "fmax_ev_per_a": 7.39, "e_tot_ha": -3012.9558, "relative_energy_kcal_mol": 31.9}